(1)
Entry from the OMol25 dataset: one molecule with the formula C7H10 (ωB97M-V/def2-TZVPD).

Cartesian coordinates (Å):
C: 0.545 -1.974 0.500
C: -0.486 -1.145 1.091
C: -1.325 -0.454 0.056
C: -0.015 0.621 -0.108
C: 0.227 2.081 -0.388
C: 0.437 1.071 -1.463
C: 0.643 -0.198 0.943
H: 0.726 -2.100 -0.553
H: 0.962 -2.773 1.104
H: -0.900 -1.437 2.045
H: -2.272 -0.106 0.436
H: -1.516 -0.933 -0.900
H: -0.625 2.734 -0.470
H: 1.107 2.541 0.048
H: -0.288 1.058 -2.270
H: 1.441 0.833 -1.756
H: 1.338 0.181 1.683

Computed properties:
Strongest force on any atom ... 2.9 eV/Å
LUMO ... 1.2 eV
Total energy ... -7417.0461 eV
HOMO-LUMO gap ... 9.25 eV
HOMO ... -8.0421 eV
Net charge ... 0

***

(2)
Entry from the OMol25 dataset: C7H10 as an isolated structure (ωB97M-V/def2-TZVPD).

Cartesian coordinates (Å):
C: 1.045 -1.006 -1.249
C: 0.650 0.372 -1.516
C: -0.760 0.743 -1.451
C: -0.570 0.855 0.050
C: -0.675 -0.314 0.955
C: -0.110 -0.287 2.255
C: 0.352 -0.223 3.373
H: 0.456 -1.740 -1.816
H: 2.111 -1.191 -1.403
H: 0.812 -1.253 -0.156
H: 1.399 1.153 -1.598
H: -1.044 1.689 -1.915
H: -1.462 -0.050 -1.724
H: -0.014 1.712 0.419
H: -1.389 -1.090 0.698
H: -1.575 0.806 0.727
H: 0.775 -0.177 4.351

Computed properties:
Strongest force on any atom ... 0.6 eV/Å
LUMO (spin up / spin down) ... 0.6 / 0.5 eV
Total energy ... -7414.6848 eV
HOMO-LUMO gap (spin up / spin down) ... 7.16 / 7.28 eV
HOMO (spin up / spin down) ... -6.5416 / -6.7503 eV
Net charge ... 0

***

(3)
Entry from the OMol25 dataset: one molecule with the formula C7H10 (ωB97M-V/def2-TZVPD).

Cartesian coordinates (Å):
C: -1.843 1.352 2.306
C: -1.212 1.315 1.280
C: -0.376 1.307 0.069
C: 0.814 0.359 0.140
C: 1.486 -0.040 -1.145
C: 0.844 -1.085 -0.262
C: -0.482 -1.723 -0.634
H: -2.372 1.400 3.235
H: -1.005 1.199 -0.826
H: 0.081 2.298 -0.023
H: 1.450 0.668 0.961
H: 2.570 0.043 -1.203
H: 0.975 0.198 -2.079
H: 1.560 -1.697 0.291
H: -0.520 -2.113 -1.662
H: -0.715 -2.529 0.072
H: -1.255 -0.952 -0.520

Computed properties:
Strongest force on any atom ... 0.6 eV/Å
LUMO ... 1.1 eV
Total energy ... -7418.3714 eV
HOMO-LUMO gap ... 10.97 eV
HOMO ... -9.8603 eV
Net charge ... 0

***

(4)
Entry from the OMol25 dataset: one molecule with the formula C7H10 (ωB97M-V/def2-TZVPD).

Cartesian coordinates (Å):
C: 0.804 0.058 1.818
C: 0.163 0.039 0.452
C: -1.167 0.795 0.218
C: -1.450 0.528 -1.060
C: -0.366 -0.440 -1.477
C: -0.110 -1.303 -0.236
C: 0.906 0.483 -0.855
H: 1.752 -0.493 1.819
H: 0.996 1.077 2.172
H: 0.136 -0.435 2.534
H: -1.660 1.472 0.913
H: -2.084 1.031 -1.786
H: -0.639 -1.002 -2.390
H: 0.798 -1.893 -0.422
H: -0.886 -1.930 0.217
H: 1.985 0.224 -0.859
H: 0.832 1.561 -1.026

Computed properties:
Strongest force on any atom ... 1.4 eV/Å
LUMO ... 1.1 eV
Total energy ... -7418.5235 eV
HOMO-LUMO gap ... 9.83 eV
HOMO ... -8.7768 eV
Net charge ... 0

***

(5)
Entry from the OMol25 dataset: one molecule with the formula C7H10 (ωB97M-V/def2-TZVPD).

Cartesian coordinates (Å):
C: 1.531 -0.636 1.193
C: 0.907 1.351 -0.454
C: 1.143 -0.141 -0.196
C: -0.171 -0.578 -0.894
C: -1.376 -0.520 0.045
C: -1.247 1.011 0.081
C: -0.311 0.940 -1.202
H: 2.616 -0.657 1.334
H: 1.145 -1.648 1.370
H: 1.116 0.020 1.966
H: 1.953 -0.322 -0.925
H: -0.117 -1.379 -1.638
H: -1.322 -1.065 0.995
H: -2.288 -0.815 -0.484
H: -2.144 1.615 -0.066
H: -0.729 1.398 0.970
H: -0.707 1.426 -2.095

Computed properties:
Strongest force on any atom ... 0.4 eV/Å
LUMO ... 0.7 eV
Total energy ... -7416.2182 eV
HOMO-LUMO gap ... 8.97 eV
HOMO ... -8.2218 eV
Net charge ... 0

***

(6)
Entry from the OMol25 dataset: one molecule with the formula C7H10 (ωB97M-V/def2-TZVPD).

Cartesian coordinates (Å):
C: -0.700 -1.919 -0.363
C: -1.362 -0.788 -0.116
C: -0.798 0.588 0.209
C: 0.078 1.018 -0.992
C: 1.388 0.336 -0.647
C: 1.481 0.141 0.666
C: 0.230 0.641 1.358
H: -1.234 -2.777 -0.752
H: 0.369 -2.038 -0.220
H: -2.438 -0.802 -0.284
H: -1.628 1.283 0.385
H: 0.219 2.111 -1.007
H: -0.354 0.718 -1.950
H: 2.124 0.040 -1.388
H: 2.307 -0.333 1.186
H: 0.384 1.690 1.658
H: -0.066 0.092 2.256

Computed properties:
Strongest force on any atom ... 0.2 eV/Å
LUMO ... 1.2 eV
Total energy ... -7419.6917 eV
HOMO-LUMO gap ... 10.23 eV
HOMO ... -9.0322 eV
Net charge ... 0

***

(7)
Entry from the OMol25 dataset: one molecule with the formula C7H10 (ωB97M-V/def2-TZVPD).

Cartesian coordinates (Å):
C: 1.169 0.797 0.946
C: 1.534 -0.688 1.132
C: -0.792 -0.517 0.176
C: 0.636 -0.177 -0.008
C: 1.211 0.070 -1.399
C: -1.648 0.747 -0.025
C: -2.391 -0.277 -0.637
H: 1.055 1.187 1.949
H: 2.420 -1.150 0.690
H: 0.985 -1.416 1.710
H: -1.115 -1.265 0.882
H: 1.196 -0.782 -2.078
H: 2.227 0.437 -1.151
H: 0.811 0.968 -1.872
H: -1.984 1.118 0.945
H: -1.163 1.545 -0.603
H: -2.391 -0.504 -1.701

Computed properties:
Strongest force on any atom ... 3.7 eV/Å
LUMO ... -2.1 eV
Total energy ... -7410.9361 eV
HOMO-LUMO gap ... 5.15 eV
HOMO ... -7.2820 eV
Net charge ... 0

***

(8)
Entry from the OMol25 dataset: one molecule with the formula C7H10 (ωB97M-V/def2-TZVPD).

Cartesian coordinates (Å):
C: -1.682 -3.321 0.459
C: -0.525 -2.539 0.590
C: -0.590 -1.068 0.486
C: 0.324 -0.208 0.047
C: -0.041 1.260 -0.233
C: 0.932 2.179 -0.987
C: 1.509 3.284 -0.434
H: -2.637 -2.976 0.018
H: -1.525 -4.406 0.821
H: 0.502 -2.878 0.506
H: -1.555 -0.699 0.899
H: 1.369 -0.520 -0.251
H: -1.064 1.140 -0.757
H: -0.282 1.773 0.684
H: 1.447 1.641 -1.811
H: 2.653 3.469 -0.458
H: 1.163 3.869 0.422

Computed properties:
Strongest force on any atom ... 3.6 eV/Å
LUMO ... 0.7 eV
Total energy ... -7417.3099 eV
HOMO-LUMO gap ... 9.16 eV
HOMO ... -8.4749 eV
Net charge ... 0

***

(9)
Entry from the OMol25 dataset: one molecule with the formula C7H10 (ωB97M-V/def2-TZVPD).

Cartesian coordinates (Å):
C: 1.164 1.898 0.045
C: 1.515 0.709 0.523
C: 0.994 -0.629 0.080
C: -0.236 -1.055 0.949
C: -1.111 -0.571 -0.191
C: -2.333 -0.065 -0.253
C: 0.057 -0.625 -1.155
H: 0.470 2.010 -0.784
H: 1.551 2.816 0.484
H: 2.197 0.667 1.373
H: 1.809 -1.359 0.048
H: -0.286 -2.141 1.090
H: -0.353 -0.558 1.917
H: -2.974 -0.029 0.625
H: -2.735 0.341 -1.179
H: 0.164 0.177 -1.892
H: 0.107 -1.587 -1.679

Computed properties:
Strongest force on any atom ... 0.2 eV/Å
LUMO ... 1.1 eV
Total energy ... -7419.1145 eV
HOMO-LUMO gap ... 10.45 eV
HOMO ... -9.3381 eV
Net charge ... 0

***

(10)
Entry from the OMol25 dataset: one molecule with the formula C7H10 (ωB97M-V/def2-TZVPD).

Cartesian coordinates (Å):
C: -2.458 0.576 0.055
C: -1.587 -0.266 -0.553
C: -0.372 -0.764 -0.087
C: 0.828 -1.492 -0.590
C: 1.093 -0.159 0.082
C: 1.627 1.183 -0.239
C: 0.338 -0.511 1.306
H: -3.346 0.973 -0.300
H: -2.148 1.091 0.911
H: -1.923 -0.593 -1.523
H: 1.123 -2.356 -0.135
H: 0.894 -1.404 -1.641
H: 1.686 1.493 -1.233
H: 2.629 1.247 0.073
H: 0.923 1.950 0.195
H: 0.194 0.434 1.837
H: 0.499 -1.404 1.842

Computed properties:
Strongest force on any atom ... 5.2 eV/Å
LUMO ... 1.0 eV
Total energy ... -7417.4284 eV
HOMO-LUMO gap ... 8.80 eV
HOMO ... -7.8040 eV
Net charge ... 0

***

(11)
Entry from the OMol25 dataset: one molecule with the formula C7H10 (ωB97M-V/def2-TZVPD).

Cartesian coordinates (Å):
C: 1.710 0.728 0.710
C: 1.494 -0.702 0.357
C: 0.626 -0.802 -0.891
C: -0.538 -0.151 -0.082
C: -2.051 -0.283 0.056
C: -1.455 0.817 -0.769
C: 0.416 0.032 1.117
H: 1.645 1.486 -0.070
H: 2.546 0.899 1.389
H: 2.122 -1.484 0.770
H: 0.625 -1.782 -1.373
H: 0.948 -0.068 -1.642
H: -2.666 -1.047 -0.418
H: -2.477 0.049 1.007
H: -1.508 0.650 -1.845
H: -1.524 1.855 -0.462
H: 0.101 -0.180 2.138

Computed properties:
Strongest force on any atom ... 0.7 eV/Å
LUMO ... 1.2 eV
Total energy ... -7418.1106 eV
HOMO-LUMO gap ... 10.35 eV
HOMO ... -9.1483 eV
Net charge ... 0

***

(12)
Entry from the OMol25 dataset: one molecule with the formula C7H10 (ωB97M-V/def2-TZVPD).

Cartesian coordinates (Å):
C: 0.937 -1.454 -0.229
C: 0.785 0.012 0.126
C: -0.366 0.568 -1.961
C: -0.255 0.987 -0.611
C: -1.366 0.733 0.420
C: -0.347 0.217 1.421
C: -0.027 -0.009 2.608
H: 1.616 -1.614 -1.070
H: 1.366 -1.962 0.641
H: -0.018 -1.930 -0.469
H: 1.761 0.474 0.322
H: 0.198 1.044 -2.754
H: -1.005 -0.272 -2.223
H: 0.172 1.988 -0.493
H: -2.037 -0.071 0.094
H: -1.978 1.589 0.725
H: 0.562 -0.301 3.453

Computed properties:
Strongest force on any atom ... 2.7 eV/Å
LUMO (spin up / spin down) ... 0.3 / 0.4 eV
Total energy ... -7415.2469 eV
HOMO-LUMO gap (spin up / spin down) ... 7.97 / 7.71 eV
HOMO (spin up / spin down) ... -7.6742 / -7.2662 eV
Net charge ... 0

***

Sequential energy above the lowest of the compared OMol25 structures with the same formula, charge and spin output: 3.989; 6.350; 2.663; 2.511; 4.817; 1.343; 10.099; 3.725; 1.920; 3.606; 2.924; 5.788 eV
Sequential M output: 94.16; 94.16; 94.16; 94.16; 94.16; 94.16; 94.16; 94.16; 94.16; 94.16; 94.16; 94.16 g mol⁻¹